Formula: C45H44BN2O17S
Source: OMol25
Level of theory: ωB97M-V/def2-TZVPD

Element x y z (Å)
1 C 1.036 -2.292 1.974
2 C 1.202 -1.203 0.758
3 C 0.675 0.261 1.254
4 N -0.683 0.683 0.653
5 C -1.670 -0.504 0.666
6 C -3.227 -0.089 0.402
7 C -4.338 -1.260 0.666
8 C -3.786 -2.662 1.290
9 S -3.326 -3.963 -0.033
10 O -4.710 -4.523 -0.544
11 O -2.588 -5.193 0.586
12 O -2.559 -3.297 -1.400
13 N -1.174 1.618 1.594
14 C -0.551 2.831 1.457
15 O 0.213 3.942 1.615
16 B -0.524 1.294 -0.748
17 C 0.881 1.161 -1.656
18 O -1.627 2.031 -1.460
19 H 1.838 -3.139 1.853
20 H 1.324 -1.713 2.977
21 H -0.064 -2.671 2.100
22 H 2.375 -1.092 0.563
23 H 0.757 -1.566 -0.280
24 H 0.488 0.265 2.431
25 H 1.530 1.032 1.051
26 H -1.405 -1.304 -0.180
27 H -1.471 -1.020 1.725
28 H -3.605 0.868 0.963
29 H -3.311 0.172 -0.761
30 H -4.890 -1.506 -0.357
31 H -5.187 -0.800 1.367
32 H -2.954 -2.560 2.114
33 H -4.715 -3.158 1.854
34 H -1.598 -3.639 -1.335
35 H 0.988 0.075 -2.136
36 H 1.834 1.496 -1.059
37 H 0.805 1.901 -2.588
38 H -1.319 2.984 -1.431
39 C 3.436 3.299 4.405
40 C 3.089 2.832 3.202
41 C 3.541 1.507 2.734
42 O 3.226 1.081 1.631
43 C 4.390 0.717 3.647
44 C 4.738 1.184 4.851
45 C 4.285 2.509 5.319
46 O 4.601 2.935 6.421
47 H 3.114 4.269 4.763
48 H 2.466 3.400 2.520
49 H 4.713 -0.253 3.289
50 H 5.361 0.617 5.532
51 C 9.614 4.296 3.971
52 C 8.420 3.824 3.599
53 C 8.032 2.425 3.866
54 O 6.940 1.992 3.524
55 C 9.013 1.568 4.561
56 C 10.207 2.040 4.933
57 C 10.595 3.439 4.666
58 O 11.687 3.872 5.008
59 H 9.914 5.319 3.782
60 H 7.689 4.440 3.089
61 H 8.712 0.545 4.750
62 H 10.938 1.424 5.443
63 C 2.005 -2.865 -4.676
64 C 1.635 -3.372 -3.496
65 C 0.215 -3.631 -3.186
66 O -0.126 -4.092 -2.106
67 C -0.779 -3.309 -4.230
68 C -0.408 -2.803 -5.410
69 C 1.012 -2.544 -5.720
70 O 1.353 -2.082 -6.801
71 H 3.042 -2.669 -4.920
72 H 2.351 -3.613 -2.721
73 H -1.816 -3.506 -3.987
74 H -1.124 -2.561 -6.186
75 C -3.553 2.354 -5.965
76 C -2.942 1.396 -5.262
77 C -2.932 -0.006 -5.724
78 O -2.375 -0.884 -5.080
79 C -3.621 -0.307 -6.995
80 C -4.231 0.651 -7.699
81 C -4.241 2.053 -7.236
82 O -4.798 2.931 -7.881
83 H -3.570 3.387 -5.640
84 H -2.432 1.601 -4.328
85 H -3.603 -1.340 -7.321
86 H -4.741 0.446 -8.633
87 C -5.327 -10.137 -0.108
88 C -5.766 -10.006 -1.363
89 C -5.558 -8.757 -2.122
90 O -5.961 -8.636 -3.270
91 C -4.846 -7.658 -1.439
92 C -4.408 -7.789 -0.183
93 C -4.615 -9.038 0.575
94 O -4.213 -9.159 1.724
95 H -5.472 -11.046 0.463
96 H -6.289 -10.803 -1.878
97 H -4.701 -6.749 -2.009
98 H -3.884 -6.992 0.332
99 C -1.866 9.524 2.465
100 C -2.213 9.057 1.261
101 C -1.761 7.732 0.793
102 O -2.077 7.306 -0.309
103 C -0.912 6.942 1.707
104 C -0.565 7.409 2.910
105 C -1.017 8.733 3.378
106 O -0.701 9.160 4.480
107 H -2.189 10.494 2.823
108 H -2.836 9.624 0.580
109 H -0.589 5.972 1.348
110 H 0.058 6.841 3.592

Results
**E_tot**: -3552.0457 Eh
**Charge**: +1
**HOMO level**: -11.04 eV
**Gap between HOMO and LUMO**: 0.214 Eh

These are the Löwdin partial charges, in e, on atoms 1 to 5:
1 C -0.103
2 C -0.199
3 C -0.134
4 N -0.218
5 C -0.086